a.
{"formula": "FH3P2S", "method": "ωB97M-V/def2-TZVPD", "homo_ev": [-8.302, -9.878], "multiplicity": 1, "species": ["F", "P", "P", "S", "H", "H", "H"], "xyz": [[-1.140, -0.241, -1.546], [0.647, 1.409, 0.180], [-0.837, -0.251, 0.034], [-2.502, -0.555, 1.017], [1.163, 1.255, -1.204], [1.791, 0.639, 0.852], [0.878, -2.256, 0.668]], "mulliken_charge": [-0.2455, -0.1372, 0.4179, -0.2909, 0.1204, 0.1310, 0.0043]}

=====

b.
{"formula": "FH3P2S", "method": "ωB97M-V/def2-TZVPD", "homo_ev": -9.656, "multiplicity": 1, "smiles": "F[P@@H](P)=S", "species": ["F", "P", "P", "S", "H", "H", "H"], "xyz": [[1.132, 2.059, -0.371], [-0.965, -0.183, 0.004], [1.118, 0.224, 0.487], [2.714, -0.762, -0.118], [-0.516, 0.647, -1.173], [-1.562, 0.902, 0.749], [1.431, 0.893, 1.799]], "mulliken_charge": [-0.4940, -0.1208, 0.4412, -0.2823, 0.1915, 0.1340, 0.1303]}

=====

Computed relative energies in units of kJ/mol: a 183.2; b 0.0

=====

a.
{"formula": "C4H36NO14S", "method": "ωB97M-V/def2-TZVPD", "charge": -1, "homo_ev": -4.994, "multiplicity": 1, "species": ["C", "O", "C", "C", "C", "S", "N", "H", "H", "H", "H", "H", "H", "H", "H", "H", "H", "H", "H", "O", "H", "H", "O", "H", "H", "O", "H", "H", "O", "H", "H", "O", "H", "H", "O", "H", "H", "O", "H", "H", "O", "H", "H", "O", "H", "H", "O", "H", "H", "O", "H", "H", "O", "H", "H", "O"], "xyz": [[-0.790, -0.986, 0.610], [-1.929, -1.605, -0.055], [-0.357, -1.779, 1.841], [0.268, -0.811, 2.902], [1.578, -1.336, 3.440], [2.968, -0.816, 2.333], [-1.377, -2.535, 2.535], [-0.010, -0.716, -0.110], [-1.125, 0.029, 0.875], [0.448, -2.423, 1.479], [0.212, 0.248, 2.669], [-0.455, -0.935, 3.718], [1.491, -2.404, 3.590], [1.901, -0.818, 4.339], [2.979, -1.928, 1.577], [-2.175, -1.957, 2.785], [-1.810, -3.174, 1.880], [-1.224, 2.073, 3.241], [0.167, 2.046, 2.554], [-0.341, 1.660, 3.273], [-1.310, -4.068, -1.363], [-0.943, -2.650, -0.951], [-0.555, -3.503, -1.277], [-1.622, 1.825, 0.698], [-2.675, 0.727, 0.028], [-2.288, 1.124, 0.795], [2.148, 2.793, -0.320], [1.979, 3.775, -1.700], [2.525, 3.390, -1.013], [1.020, -1.020, -3.619], [0.230, 0.114, -4.246], [0.186, -0.857, -4.083], [2.083, 0.138, -1.074], [2.731, 1.478, -1.162], [2.473, 0.735, -1.724], [-1.411, -0.062, -2.946], [-1.914, -1.098, -0.895], [-1.936, -0.796, -2.612], [1.642, -2.576, -1.458], [0.831, -3.046, -2.595], [1.730, -2.769, -2.387], [0.003, 2.348, -3.473], [1.231, 1.221, -3.223], [0.640, 1.687, -3.808], [-0.011, 4.157, 0.554], [-0.068, 3.491, -1.351], [-0.254, 3.264, 0.261], [-2.723, -0.703, 1.469], [-2.407, -1.946, 0.724], [-2.997, -1.629, 1.430], [2.241, 2.803, 1.465], [0.625, 2.491, 0.948], [1.666, 2.082, 1.162], [-1.317, 3.085, -2.162], [-1.526, -1.359, -3.295], [-0.444, 3.518, -2.274]], "mulliken_charge": [-1.5349, -0.6551, 1.2154, -0.4002, -1.1079, -0.2015, -0.9409, 0.1749, 0.5648, 0.3333, 0.3850, 0.0987, 0.4822, 0.4314, 0.0578, 0.3735, 0.3972, 0.3221, 0.3043, -0.7015, 0.2640, 0.5932, -0.7150, 0.2686, 0.3298, -0.7054, 0.4438, 0.2896, -0.7223, 0.3201, 0.4870, -0.7561, 0.3403, 0.2896, -0.7289, 0.3314, 0.3736, -0.6980, 0.3109, 0.3614, -0.6687, 0.3737, 0.4008, -0.7158, 0.1964, 0.4362, -1.0110, 0.4388, 0.6625, -1.1061, 0.2309, 0.4494, -0.8117, 0.2958, 0.3521, -0.7992]}

=====

b.
{"formula": "C4H36NO14S", "method": "ωB97M-V/def2-TZVPD", "charge": -1, "homo_ev": -6.156, "multiplicity": 1, "species": ["C", "O", "C", "C", "C", "S", "N", "H", "H", "H", "H", "H", "H", "H", "H", "H", "H", "H", "H", "O", "H", "H", "O", "H", "H", "O", "H", "H", "O", "H", "H", "O", "H", "H", "O", "H", "H", "O", "H", "H", "O", "H", "H", "O", "H", "H", "O", "H", "H", "O", "H", "H", "O", "H", "H", "O"], "xyz": [[0.023, -0.091, 0.358], [1.035, 0.167, 1.240], [-1.273, 0.833, 0.417], [-2.579, 0.096, 0.686], [-3.700, 1.107, 0.918], [-4.408, 1.670, -0.740], [-1.043, 1.943, 1.413], [0.446, -0.259, -0.647], [-0.405, -1.074, 0.605], [-1.332, 1.337, -0.573], [-2.849, -0.694, -0.018], [-2.391, -0.372, 1.663], [-3.443, 1.917, 1.569], [-4.627, 0.607, 1.290], [-3.280, 1.678, -1.524], [-0.141, 1.734, 1.850], [-1.179, 2.916, 1.241], [-0.643, -1.832, 3.080], [-2.188, -2.033, 2.602], [-1.323, -2.485, 2.804], [0.219, 4.405, 1.006], [0.697, 3.967, -0.430], [0.369, 4.683, 0.094], [1.997, -1.699, 3.475], [2.228, -0.667, 2.330], [2.706, -1.258, 2.940], [-0.286, -2.347, -1.570], [0.689, -2.588, -2.655], [-0.226, -2.292, -2.534], [0.782, 1.692, -2.574], [0.001, 3.021, -2.565], [0.654, 2.522, -2.069], [-2.105, -2.410, -3.087], [-2.734, -2.421, -1.699], [-2.932, -2.460, -2.634], [1.202, 2.385, -0.376], [1.524, 1.796, 1.052], [1.786, 2.545, 0.382], [0.633, 0.055, -4.106], [-0.321, -0.436, -3.139], [-0.129, 0.394, -3.594], [2.546, -0.274, -2.592], [2.726, -1.660, -3.163], [2.376, -0.783, -3.395], [3.113, -1.942, 1.360], [2.958, -1.629, -0.119], [3.218, -2.384, 0.468], [0.396, 0.150, 2.682], [-0.718, 0.234, 3.702], [0.069, -0.307, 3.605], [1.468, -2.976, 0.215], [0.192, -3.088, 1.026], [0.594, -3.423, 0.213], [3.403, 0.251, 0.476], [2.830, 1.296, -0.449], [3.374, 0.483, -0.514]], "mulliken_charge": [0.5148, -0.6127, 0.5963, 0.1636, -0.8097, -0.2445, -0.4013, -0.3474, -0.0963, -0.0573, -0.0540, -0.3388, 0.4357, 0.4233, 0.1203, 0.1950, 0.2825, 0.4123, 0.3275, -0.7128, 0.3037, 0.3139, -0.6823, 0.3372, 0.2259, -0.7787, 0.3242, 0.2436, -0.6989, 0.2006, 0.2780, -0.6182, 0.3459, 0.3036, -0.6524, 0.4418, 0.4228, -0.8904, 0.3346, 0.3657, -0.6616, 0.3405, 0.3103, -0.7009, 0.5145, 0.3117, -0.8381, 0.2743, 0.3971, -0.8836, 0.4582, 0.3139, -0.7605, 0.3443, 0.4689, -0.8064]}

=====

Computed relative energies in units of kJ/mol: a 749.5; b 0.0

=====

a.
{"formula": "C5H15N2", "method": "ωB97M-V/def2-TZVPD", "charge": 1, "homo_ev": -13.480, "multiplicity": 1, "smiles": "CC(C)NCC[NH3+]", "species": ["N", "C", "C", "N", "C", "C", "C", "H", "H", "H", "H", "H", "H", "H", "H", "H", "H", "H", "H", "H", "H", "H"], "xyz": [[0.095, -0.827, -2.289], [-1.179, -1.070, -1.524], [-1.563, 0.165, -0.558], [-0.287, 0.731, -0.087], [1.325, -0.600, 1.104], [0.195, 0.330, 1.252], [0.818, 1.540, 2.029], [-0.101, -0.550, -3.239], [0.637, -0.070, -1.761], [0.599, -1.766, -2.364], [-1.025, -1.931, -0.818], [-2.175, -1.172, -2.260], [-2.231, -0.231, 0.151], [-2.048, 0.921, -1.250], [-0.245, 1.764, -0.189], [1.649, -0.987, 2.128], [2.145, -0.144, 0.444], [1.131, -1.521, 0.468], [-0.619, -0.211, 1.915], [0.402, 2.568, 1.712], [0.635, 1.535, 3.063], [1.844, 1.528, 2.073]], "mulliken_charge": [-0.2307, -0.6589, -0.5430, -0.3725, -1.5161, 0.7184, -1.4201, 0.3657, 0.3261, 0.3811, 0.3345, 0.3293, 0.3398, 0.3991, 0.2187, 0.3864, 0.3400, 0.2829, 0.2005, 0.3705, 0.3643, 0.3841]}

=====

b.
{"formula": "C5H15N2", "method": "ωB97M-V/def2-TZVPD", "charge": 1, "homo_ev": -14.139, "multiplicity": 1, "smiles": "CC[NH2+]C[C@H](C)N", "species": ["N", "C", "C", "C", "N", "C", "C", "H", "H", "H", "H", "H", "H", "H", "H", "H", "H", "H", "H", "H", "H", "H"], "xyz": [[1.143, 1.198, -0.796], [1.426, -0.256, -0.655], [2.679, -0.472, 0.182], [0.246, -0.897, 0.019], [-1.035, -0.363, -0.530], [-2.147, -0.376, 0.476], [-2.275, 0.969, 1.206], [1.503, 1.532, -1.677], [-0.750, 0.619, -0.764], [1.533, 1.718, -0.021], [1.510, -0.585, -1.700], [2.766, -1.537, 0.459], [2.530, -0.015, 1.162], [3.609, -0.277, -0.340], [0.211, -1.981, -0.006], [0.273, -0.494, 1.034], [-1.362, -0.680, -1.432], [-3.099, -0.543, -0.029], [-2.050, -1.262, 1.099], [-2.402, 1.728, 0.439], [-1.393, 1.223, 1.797], [-3.090, 0.844, 1.914]], "mulliken_charge": [-0.6064, 0.3312, -1.3996, -0.9396, -0.0819, -0.5587, -1.0352, 0.2254, 0.4228, 0.2265, 0.4222, 0.3532, 0.4096, 0.3638, 0.3731, 0.3305, 0.3788, 0.3688, 0.3742, 0.3605, 0.3133, 0.3675]}

=====

c.
{"formula": "C5H15N2", "method": "ωB97M-V/def2-TZVPD", "charge": 1, "homo_ev": -13.913, "multiplicity": 1, "smiles": "CC[NH2+]CN(C)C", "species": ["C", "C", "C", "C", "C", "N", "N", "H", "H", "H", "H", "H", "H", "H", "H", "H", "H", "H", "H", "H", "H", "H"], "xyz": [[2.744, 0.044, 0.043], [-1.362, -0.983, 1.391], [-1.088, -0.245, -0.986], [-2.208, 1.134, 0.472], [1.528, -0.444, -0.625], [0.465, 0.696, -1.010], [-1.746, -0.237, 0.147], [3.181, 0.955, -0.481], [2.421, 0.222, 1.111], [3.628, -0.502, 0.089], [-1.150, -2.003, 0.922], [-0.531, -0.518, 1.931], [-2.193, -0.945, 2.057], [-1.461, 0.415, -1.697], [0.625, 1.026, -1.960], [-0.658, -1.154, -1.281], [-1.528, 1.921, 0.093], [-3.271, 1.274, 0.236], [-2.108, 1.305, 1.508], [1.445, -0.861, -1.555], [1.039, -1.099, 0.103], [0.379, 1.414, -0.280]], "mulliken_charge": [-1.1686, -0.9544, -0.8758, -1.0036, -0.3031, -0.4126, 0.0779, 0.2943, 0.2638, 0.4141, 0.3395, 0.3492, 0.3974, 0.5007, 0.3176, 0.6379, 0.3181, 0.3028, 0.4298, 0.5677, 0.1702, 0.3367]}

=====

Computed relative energies in units of kJ/mol: a 160.4; b 0.0; c 227.8

=====

a.
{"formula": "CH2N2O3Si", "method": "ωB97M-V/def2-TZVPD", "homo_ev": [-9.468, -9.486], "multiplicity": 1, "smiles": "O=[SiH]O.N#CN=O", "species": ["C", "N", "N", "O", "O", "O", "Si", "H", "H"], "xyz": [[-0.614, -2.371, 0.154], [-0.762, -3.028, -0.821], [-0.903, -1.434, 1.005], [0.148, -0.091, -0.594], [-0.415, -1.068, 2.047], [0.188, 2.644, -0.166], [0.879, 1.249, -0.687], [-0.636, 2.474, 0.383], [2.115, 1.625, -1.321]], "mulliken_charge": [0.6083, -0.3922, 0.1279, -0.2999, -0.3107, -0.4902, 0.4472, 0.3696, -0.0602]}

=====

b.
{"formula": "CH2N2O3Si", "method": "ωB97M-V/def2-TZVPD", "homo_ev": [-9.551, -9.535], "multiplicity": 1, "smiles": "O=[SiH]O.N#CN=O", "species": ["C", "N", "N", "O", "O", "O", "Si", "H", "H"], "xyz": [[0.147, 2.491, 0.763], [-0.373, 2.668, 1.780], [0.449, 2.015, -0.365], [0.787, -0.677, -0.969], [1.196, 2.292, -1.246], [-1.206, -1.784, 0.444], [0.166, -1.875, -0.301], [-2.070, -2.011, 0.142], [0.905, -3.120, -0.248]], "mulliken_charge": [0.3859, -0.3481, 0.2551, -0.3697, -0.2866, -0.3908, 0.4685, 0.3400, -0.0543]}

=====

Computed relative energies in units of kJ/mol: a 0.0; b 40.5